1.
{"formula": "C24H28N4O4S", "method": "ωB97M-V/def2-TZVPD", "smiles": "COCCNC(=O)CSc1nc2ccccc2c(=O)n1CCCC(=O)NCc1ccccc1", "species": ["C", "O", "C", "C", "N", "C", "O", "C", "S", "C", "N", "C", "C", "C", "C", "C", "C", "C", "O", "N", "C", "C", "C", "C", "O", "N", "C", "C", "C", "C", "C", "C", "C", "H", "H", "H", "H", "H", "H", "H", "H", "H", "H", "H", "H", "H", "H", "H", "H", "H", "H", "H", "H", "H", "H", "H", "H", "H", "H", "H", "H"], "coordinates": [[-4.145, 0.387, -2.645], [-2.935, 1.002, -2.289], [-3.041, 1.798, -1.126], [-1.672, 2.417, -0.851], [-1.479, 2.646, 0.561], [-0.570, 3.545, 0.980], [-0.087, 4.411, 0.283], [-0.280, 3.538, 2.482], [-0.112, 1.913, 3.264], [0.906, 1.102, 2.086], [1.151, 1.751, 1.009], [1.939, 1.187, 0.051], [2.236, 1.916, -1.105], [3.065, 1.365, -2.053], [3.612, 0.094, -1.875], [3.309, -0.641, -0.753], [2.462, -0.106, 0.220], [2.137, -0.852, 1.424], [2.490, -1.992, 1.665], [1.365, -0.153, 2.363], [1.166, -0.796, 3.650], [0.174, -1.958, 3.603], [-1.245, -1.522, 3.242], [-1.451, -1.054, 1.811], [-2.011, 0.001, 1.557], [-1.046, -1.906, 0.856], [-1.329, -1.704, -0.549], [-0.144, -1.896, -1.459], [0.727, -2.967, -1.305], [1.757, -3.167, -2.206], [1.924, -2.304, -3.275], [1.063, -1.231, -3.432], [0.036, -1.027, -2.528], [-3.943, -0.209, -3.532], [-4.511, -0.264, -1.840], [-4.919, 1.131, -2.871], [-3.335, 1.171, -0.269], [-3.809, 2.571, -1.262], [-0.906, 1.726, -1.231], [-1.549, 3.371, -1.367], [-1.717, 1.858, 1.156], [0.641, 4.097, 2.652], [-1.100, 4.021, 3.016], [1.812, 2.902, -1.208], [3.306, 1.927, -2.944], [4.275, -0.313, -2.623], [3.716, -1.628, -0.593], [0.834, -0.039, 4.362], [2.139, -1.190, 3.962], [0.157, -2.409, 4.597], [0.553, -2.707, 2.907], [-1.928, -2.361, 3.401], [-1.556, -0.704, 3.895], [-0.588, -2.765, 1.117], [-1.718, -0.690, -0.655], [-2.119, -2.407, -0.854], [0.605, -3.661, -0.486], [2.426, -4.005, -2.076], [2.722, -2.469, -3.984], [1.188, -0.552, -4.262], [-0.647, -0.201, -2.662]], "atomic_forces_ev_per_a": [[-0.1, 0.0, 0.0], [0.3, 0.1, 0.0], [0.0, 0.0, 0.2], [0.0, 0.0, -0.2], [-0.6, -0.1, -0.1], [-0.3, 0.2, 0.4], [0.2, 0.3, -0.2], [0.4, -0.2, 0.0], [-0.2, 0.1, 0.5], [0.1, 0.8, -0.4], [-0.1, 0.1, 0.5], [0.4, -0.6, -0.1], [0.0, -0.1, 0.0], [0.0, 0.1, 0.1], [0.1, -0.1, 0.1], [0.0, 0.0, 0.1], [0.0, 0.4, -0.3], [0.0, 0.0, 0.0], [0.1, -0.1, 0.0], [0.1, -0.1, -0.1], [0.0, -0.5, 0.3], [0.0, 0.2, -0.1], [0.1, 0.1, 0.1], [-0.1, -0.2, 0.4], [-0.3, 0.1, -0.1], [0.3, -0.4, -0.3], [-0.2, 0.1, -0.2], [0.0, 0.0, 0.0], [-0.1, 0.1, 0.0], [0.0, -0.1, 0.0], [0.0, -0.1, -0.1], [0.0, -0.1, -0.1], [0.0, 0.0, 0.0], [-0.1, 0.0, 0.0], [0.0, 0.0, 0.0], [0.0, 0.0, 0.0], [0.0, 0.0, -0.1], [0.1, 0.0, 0.0], [0.0, 0.0, 0.0], [0.0, -0.2, 0.0], [0.2, 0.1, 0.0], [-0.1, 0.0, -0.1], [0.0, 0.0, 0.0], [-0.1, 0.1, 0.0], [0.0, 0.1, -0.1], [0.0, -0.1, -0.1], [0.0, -0.1, 0.0], [0.1, -0.1, 0.0], [-0.1, 0.2, 0.0], [0.0, 0.0, 0.0], [0.0, 0.0, 0.1], [0.0, 0.1, 0.0], [-0.1, -0.1, -0.1], [0.0, 0.1, 0.1], [0.0, -0.1, 0.0], [0.0, 0.2, 0.0], [0.0, -0.1, 0.1], [0.1, -0.1, 0.0], [0.1, 0.0, -0.1], [0.0, 0.1, -0.1], [-0.1, 0.1, 0.0]]}

***

2.
{"formula": "C24H28N4O6S", "method": "ωB97M-V/def2-TZVPD", "smiles": "COc1cc(NC(=O)c2sc3ncn(CC(=O)N4CCCCC4)c(=O)c3c2C)cc(OC)c1OC", "species": ["C", "O", "C", "C", "C", "N", "C", "O", "C", "S", "C", "N", "C", "N", "C", "C", "O", "N", "C", "C", "C", "C", "C", "C", "O", "C", "C", "C", "C", "C", "O", "C", "C", "O", "C", "H", "H", "H", "H", "H", "H", "H", "H", "H", "H", "H", "H", "H", "H", "H", "H", "H", "H", "H", "H", "H", "H", "H", "H", "H", "H", "H", "H"], "coordinates": [[-1.543, 1.654, -0.119], [-0.799, 2.431, 0.790], [0.310, 3.090, 0.335], [0.607, 3.202, -1.021], [1.792, 3.782, -1.443], [2.147, 3.858, -2.798], [1.904, 3.002, -3.830], [2.233, 3.286, -4.963], [1.239, 1.724, -3.478], [-0.269, 1.336, -4.266], [-0.383, -0.119, -3.349], [-1.442, -0.950, -3.417], [-1.412, -1.954, -2.614], [-0.396, -2.258, -1.774], [-0.559, -3.320, -0.812], [-1.605, -2.879, 0.231], [-2.234, -1.850, 0.068], [-1.760, -3.675, 1.301], [-1.134, -4.956, 1.533], [-2.190, -6.065, 1.495], [-3.276, -5.784, 2.530], [-3.873, -4.400, 2.289], [-2.768, -3.345, 2.293], [0.761, -1.458, -1.658], [1.647, -1.778, -0.890], [0.721, -0.305, -2.521], [1.663, 0.762, -2.606], [2.925, 0.807, -1.818], [2.662, 4.337, -0.509], [2.346, 4.298, 0.840], [3.115, 4.831, 1.826], [4.324, 5.454, 1.472], [1.170, 3.661, 1.283], [1.011, 3.647, 2.639], [-0.280, 3.550, 3.197], [-0.906, 0.948, -0.658], [-2.254, 1.090, 0.483], [-2.091, 2.274, -0.835], [-0.091, 2.831, -1.749], [2.716, 4.655, -3.060], [-2.258, -2.627, -2.618], [0.418, -3.461, -0.341], [-0.882, -4.237, -1.312], [-0.354, -5.148, 0.800], [-0.672, -4.933, 2.527], [-1.713, -7.026, 1.692], [-2.636, -6.103, 0.498], [-4.055, -6.545, 2.472], [-2.841, -5.824, 3.531], [-4.604, -4.160, 3.062], [-4.381, -4.381, 1.323], [-3.166, -2.360, 2.048], [-2.289, -3.306, 3.277], [3.354, -0.190, -1.758], [3.640, 1.491, -2.267], [2.715, 1.136, -0.800], [3.574, 4.797, -0.852], [5.012, 4.755, 0.985], [4.763, 5.793, 2.409], [4.159, 6.317, 0.819], [-0.163, 3.845, 4.240], [-0.983, 4.226, 2.704], [-0.670, 2.531, 3.146]], "atomic_forces_ev_per_a": [[-0.2, -0.2, -0.2], [0.5, 0.4, 0.2], [0.1, 0.0, 0.2], [0.0, 0.1, -0.1], [-0.3, -0.1, 0.7], [0.3, 0.5, -0.1], [0.1, 0.0, 0.1], [-0.1, 0.0, -0.2], [-0.2, -0.6, -0.2], [0.3, -0.2, 0.3], [0.7, 0.1, 0.4], [-0.6, -0.1, -0.3], [-0.2, 0.2, -0.3], [0.3, 0.0, 0.0], [-0.1, 0.1, 0.2], [0.4, -0.1, -0.2], [-0.1, 0.2, -0.1], [-0.1, 0.0, 0.3], [0.0, -0.4, -0.2], [0.1, 0.0, 0.3], [-0.1, 0.0, -0.3], [0.2, 0.0, 0.2], [-0.5, 0.3, 0.0], [-0.1, 0.0, -0.2], [0.2, 0.0, 0.2], [-0.5, 0.2, -0.4], [0.0, 0.4, -0.3], [0.1, 0.0, 0.0], [0.1, 0.0, -0.1], [-0.3, -0.1, 0.2], [-0.3, -0.2, -0.1], [0.2, 0.1, -0.1], [0.1, 0.1, 0.2], [0.3, -0.2, -0.4], [-0.3, 0.0, 0.3], [0.0, 0.0, 0.0], [0.0, 0.0, -0.1], [0.0, 0.0, 0.0], [-0.1, -0.1, 0.0], [-0.1, -0.1, -0.1], [0.0, -0.2, 0.1], [-0.2, -0.1, -0.1], [0.1, 0.0, 0.1], [0.0, 0.1, 0.1], [0.1, 0.0, -0.1], [0.0, 0.0, -0.1], [0.0, 0.0, -0.1], [0.0, 0.0, 0.1], [0.0, 0.0, 0.1], [-0.1, 0.0, 0.0], [-0.1, 0.0, 0.0], [0.1, -0.1, 0.1], [0.0, 0.0, 0.0], [0.1, 0.0, 0.0], [0.1, 0.1, 0.0], [0.0, 0.0, 0.1], [0.1, 0.0, 0.0], [0.0, 0.0, 0.0], [0.0, 0.0, -0.1], [0.0, 0.0, 0.0], [0.0, 0.0, -0.1], [0.0, 0.0, 0.0], [0.0, 0.1, 0.0]]}

***

3.
{"formula": "C24H28N7O2S3Ti", "method": "ωB97M-V/def2-TZVPD", "s_squared": 0.76, "multiplicity": 2, "species": ["Ti", "C", "C", "N", "C", "C", "N", "C", "C", "N", "H", "H", "H", "H", "H", "H", "H", "H", "H", "H", "H", "H", "H", "H", "H", "S", "C", "S", "S", "N", "C", "C", "C", "C", "C", "C", "C", "H", "H", "H", "H", "H", "O", "C", "C", "C", "C", "O", "N", "H", "H", "H", "H", "N", "C", "C", "C", "C", "N", "C", "C", "H", "H", "H", "H"], "coordinates": [[-0.694, -0.019, -0.127], [-2.845, -1.645, -1.918], [-3.595, -0.944, -0.799], [-2.746, -0.800, 0.380], [-2.555, -1.984, 1.225], [-1.533, -2.962, 0.648], [-0.350, -2.273, 0.074], [0.148, -2.850, -1.184], [-0.501, -2.181, -2.427], [-1.458, -1.133, -2.042], [-3.383, -1.511, -2.859], [-2.794, -2.717, -1.732], [-4.518, -1.492, -0.575], [-3.868, 0.058, -1.127], [-3.080, -0.036, 0.976], [-3.499, -2.517, 1.388], [-2.207, -1.620, 2.196], [-1.978, -3.577, -0.132], [-1.223, -3.650, 1.438], [0.392, -2.271, 0.764], [-0.003, -3.932, -1.207], [1.225, -2.681, -1.218], [-0.985, -2.932, -3.057], [0.284, -1.727, -3.031], [-1.500, -0.391, -2.738], [-3.477, 0.726, 4.840], [-2.356, 0.839, 3.635], [-2.440, 1.688, 2.194], [-0.879, -0.121, 4.145], [0.078, -0.045, 1.611], [0.340, -0.045, 2.833], [1.750, 0.081, 3.316], [2.274, -0.769, 4.282], [3.609, -0.663, 4.648], [4.416, 0.306, 4.068], [3.886, 1.172, 3.119], [2.558, 1.058, 2.736], [1.637, -1.511, 4.748], [4.017, -1.332, 5.395], [5.454, 0.395, 4.364], [4.507, 1.946, 2.685], [2.123, 1.727, 2.001], [-2.718, 1.328, -2.947], [-2.222, 2.111, -2.144], [-2.403, 3.624, -2.162], [-1.382, 4.131, -1.144], [-0.772, 2.856, -0.590], [0.169, 2.764, 0.174], [-1.394, 1.749, -1.126], [-3.433, 3.841, -1.878], [-2.257, 4.001, -3.173], [-1.815, 4.701, -0.323], [-0.593, 4.740, -1.586], [5.842, 0.903, -3.906], [4.853, 0.783, -3.336], [3.610, 0.627, -2.629], [2.405, 0.930, -3.251], [1.235, 0.754, -2.541], [1.206, 0.299, -1.285], [2.371, 0.040, -0.682], [3.591, 0.178, -1.317], [2.385, 1.298, -4.267], [0.277, 0.995, -2.986], [2.305, -0.271, 0.353], [4.509, -0.045, -0.792]], "atomic_forces_ev_per_a": [[-0.4, -0.1, 0.6], [0.0, 0.0, 0.0], [0.0, 0.0, 0.0], [0.2, 0.1, 0.0], [0.0, 0.0, 0.0], [0.0, 0.0, 0.0], [0.0, 0.1, -0.1], [0.0, 0.0, 0.0], [0.0, 0.0, 0.0], [0.1, 0.0, 0.0], [0.0, 0.0, 0.0], [0.0, 0.0, 0.0], [0.0, 0.0, 0.0], [0.0, 0.0, 0.0], [0.0, 0.0, 0.0], [0.0, 0.0, 0.0], [0.0, 0.0, -0.1], [0.0, 0.0, 0.0], [0.0, 0.0, 0.0], [0.0, 0.0, 0.0], [0.0, 0.0, 0.0], [0.0, 0.0, 0.0], [0.0, 0.0, 0.0], [0.0, 0.0, 0.0], [0.0, 0.0, 0.0], [0.0, 0.0, 0.0], [0.0, -0.3, 0.0], [0.1, 0.3, -0.1], [0.0, 0.1, -0.1], [-0.1, -0.3, -0.5], [0.0, 0.2, 0.2], [0.0, 0.0, -0.1], [0.0, 0.0, 0.0], [0.0, 0.0, 0.0], [0.0, 0.0, 0.0], [0.0, 0.0, 0.0], [0.0, 0.0, 0.0], [0.0, 0.0, 0.0], [0.0, 0.0, 0.0], [0.0, 0.0, 0.0], [0.0, 0.0, 0.0], [0.0, 0.0, 0.0], [0.0, 0.0, 0.0], [0.1, 0.1, 0.1], [0.0, 0.0, 0.0], [0.0, 0.0, 0.0], [0.1, 0.0, 0.0], [0.0, 0.1, 0.0], [0.1, -0.2, -0.1], [0.0, 0.0, 0.0], [0.0, 0.0, 0.0], [0.0, 0.0, 0.0], [0.0, 0.0, 0.0], [0.0, 0.0, 0.0], [0.0, 0.0, 0.0], [0.0, 0.0, 0.0], [0.0, 0.0, -0.1], [0.0, 0.0, 0.0], [0.0, 0.0, 0.0], [0.0, -0.1, 0.1], [0.1, 0.0, 0.1], [0.0, 0.0, 0.0], [0.0, 0.0, 0.0], [0.0, 0.0, 0.0], [0.0, 0.0, 0.0]]}

***

Energy relative to the best compared isomer or geometry (same formula, charge and spin) across the listed records, respectively: 54.6, 159.5, 107.5 kJ/mol.
Max |F| across the listed records, respectively: 0.912, 0.809, 0.713 eV/Å.